Here is a gas-phase ion, C5H11N2 (charge +1) from OMol25. Energies are from ωB97M-V/def2-TZVPD.

XYZ file:
```
18
Properties=species:S:1:pos:R:3:forces:R:3:mulliken_charge:R:1
C 0.8221 -1.5932 -0.2013 -0.78 0.26 0.17 -0.669
C 0.0171 -0.8763 0.9087 2.07 0.31 0.77 -0.776
C -0.0942 0.6248 0.7316 0.17 0.51 -0.34 0.695
C -0.3340 1.3786 1.8052 -0.05 -0.45 0.79 -0.831
C -0.4720 2.2075 -0.9425 2.10 1.19 -1.95 -0.294
N 0.0305 1.0761 -0.6355 -2.36 -0.01 0.98 -0.418
N 0.0896 -1.4932 -1.5129 -2.01 1.18 1.17 -0.270
H 0.9707 -2.6468 0.0183 0.24 0.08 0.03 0.427
H 1.7432 -1.0347 -0.3587 0.18 -0.36 0.17 0.354
H -0.9658 -1.2318 1.2192 -0.03 -0.57 -0.73 0.313
H 0.6346 -1.0454 1.8220 -0.39 0.06 -0.45 0.381
H 0.0503 0.9358 2.7136 -0.66 -0.31 0.39 0.253
H -0.9356 2.2628 2.0109 0.81 0.41 -0.90 0.296
H -0.2626 2.5194 -1.9794 -0.52 -0.36 0.15 0.247
H -0.7494 3.1103 -0.3831 -0.47 -0.99 0.85 0.254
H -0.8975 -1.7009 -1.3224 0.19 -0.89 -0.23 0.371
H 0.4216 -2.0618 -2.2839 0.22 0.32 -0.21 0.330
H -0.0686 -0.4311 -1.6100 1.28 -0.37 -0.66 0.337
```
Forces are in eV/Å.

- charge = +1
- relative energy (zero: lowest compared OMol25 entry of this formula, charge and spin) (kJ/mol) = 212.1
- frontier orbital gap (eV) = 9.200
- SMILES string = C=NC(=C)CC[NH3+]